Entry 1:
{"formula": "C56H58HgN6OP2S", "method": "wB97M-V/def2-TZVPD", "species": ["Hg", "C", "C", "C", "C", "C", "N", "C", "C", "C", "C", "C", "C", "C", "N", "C", "C", "C", "N", "C", "C", "N", "C", "C", "C", "N", "H", "H", "H", "H", "H", "H", "H", "H", "H", "H", "H", "H", "H", "H", "H", "H", "H", "H", "C", "P", "C", "C", "C", "C", "C", "C", "C", "C", "C", "C", "C", "C", "C", "C", "C", "C", "C", "P", "C", "C", "C", "C", "C", "C", "C", "C", "C", "C", "C", "C", "N", "H", "H", "H", "H", "H", "H", "H", "H", "H", "H", "H", "H", "H", "H", "H", "H", "H", "H", "H", "H", "H", "H", "H", "H", "H", "H", "C", "C", "C", "S", "O", "C", "C", "C", "H", "H", "H", "H", "H", "H", "H", "H", "H", "H", "H", "H", "H", "H"], "xyz": [[0.785, 0.331, -0.212], [-2.103, -5.826, 2.388], [-1.656, -4.411, 2.128], [-2.484, -3.323, 2.411], [-2.064, -2.031, 2.207], [-0.772, -1.692, 1.712], [-0.355, -0.395, 1.589], [-0.967, 0.559, 2.438], [-1.168, 0.245, 3.792], [-1.844, 1.079, 4.663], [-2.394, 2.272, 4.209], [-3.165, 3.168, 5.144], [-2.148, 2.640, 2.895], [-1.389, 1.859, 2.023], [-1.008, 2.357, 0.760], [-1.711, 3.385, 0.009], [0.305, 4.761, 0.107], [0.938, 3.572, 0.206], [0.395, 2.391, 0.585], [0.010, -2.823, 1.325], [-0.434, -4.125, 1.554], [1.259, -2.720, 0.635], [2.349, -3.500, 0.807], [3.217, -3.227, -0.228], [2.568, -2.247, -0.988], [1.383, -1.959, -0.461], [-2.620, -5.898, 3.346], [-1.250, -6.505, 2.405], [-2.795, -6.175, 1.616], [-3.482, -3.503, 2.796], [-2.746, -1.222, 2.431], [-0.780, -0.700, 4.150], [-1.959, 0.795, 5.704], [-4.120, 2.721, 5.430], [-3.373, 4.132, 4.678], [-2.591, 3.340, 6.057], [-2.530, 3.589, 2.541], [-2.782, 3.317, 0.234], [0.813, 5.665, -0.200], [2.000, 3.497, -0.011], [0.211, -4.945, 1.254], [2.450, -4.165, 1.647], [4.186, -3.660, -0.398], [2.880, -1.752, -1.895], [-0.319, 1.021, -3.313], [-1.140, 1.256, -1.667], [-2.921, 0.806, -1.765], [-3.426, 0.162, -0.635], [-4.795, 0.059, -0.426], [-5.676, 0.603, -1.348], [-5.182, 1.240, -2.480], [-3.817, 1.345, -2.687], [-1.445, 3.033, -1.453], [-1.168, 4.793, 0.414], [-1.919, 5.940, -0.171], [-2.268, 6.089, -1.470], [-2.005, 5.211, -2.551], [-1.587, 3.878, -2.523], [1.140, 1.403, -3.122], [1.973, 2.137, -3.944], [3.231, 2.201, -3.296], [3.097, 1.507, -2.106], [4.145, 1.322, -1.013], [3.386, 0.709, 0.561], [3.641, 2.033, 1.807], [2.631, 2.208, 2.750], [2.792, 3.106, 3.795], [3.969, 3.830, 3.910], [4.973, 3.671, 2.965], [4.814, 2.775, 1.920], [4.549, -0.476, 1.350], [5.721, -0.987, 0.807], [6.463, -1.935, 1.501], [6.045, -2.386, 2.742], [4.865, -1.892, 3.287], [4.123, -0.953, 2.594], [1.836, 0.996, -2.016], [-0.768, 1.591, -4.129], [-0.410, -0.044, -3.549], [-2.725, -0.242, 0.087], [-5.173, -0.427, 0.466], [-6.745, 0.542, -1.183], [-5.874, 1.674, -3.194], [-3.442, 1.866, -3.560], [-1.281, 4.863, 1.504], [-2.195, 6.730, 0.520], [-2.768, 7.017, -1.737], [-2.172, 5.629, -3.539], [-1.383, 3.448, -3.498], [1.710, 2.580, -4.894], [4.114, 2.713, -3.650], [4.625, 2.282, -0.810], [4.924, 0.624, -1.333], [1.708, 1.653, 2.645], [1.992, 3.236, 4.514], [4.106, 4.518, 4.736], [5.890, 4.243, 3.051], [5.612, 2.651, 1.196], [6.062, -0.657, -0.167], [7.378, -2.323, 1.069], [6.628, -3.122, 3.281], [4.524, -2.244, 4.253], [3.191, -0.582, 3.007], [-3.780, -1.948, -4.368], [-3.399, -3.286, -3.746], [-2.831, -3.149, -2.339], [-1.028, -2.656, -2.363], [-0.688, -2.517, -3.803], [-0.344, -4.307, -1.859], [-0.099, -5.212, -3.061], [1.278, -4.964, -3.675], [-4.148, -2.090, -5.386], [-2.911, -1.291, -4.407], [-4.557, -1.457, -3.782], [-2.653, -3.764, -4.384], [-4.277, -3.937, -3.709], [-2.915, -4.080, -1.780], [-3.332, -2.358, -1.781], [-1.030, -4.730, -1.127], [0.599, -4.083, -1.359], [-0.862, -5.023, -3.820], [-0.188, -6.257, -2.753], [1.362, -3.918, -3.969], [1.427, -5.585, -4.560], [2.066, -5.190, -2.954]], "atomic_forces_ev_per_a": [[-0.09, -0.27, 0.43], [0.00, 0.12, -0.11], [-0.07, -0.12, 0.08], [0.07, -0.03, -0.01], [-0.01, -0.06, -0.12], [0.19, 0.16, -0.07], [-0.30, -0.21, 0.46], [-0.06, 0.06, -0.08], [0.19, 0.17, -0.12], [-0.12, -0.02, 0.01], [-0.03, 0.02, 0.11], [0.03, -0.10, -0.09], [0.03, -0.07, 0.00], [0.10, -0.03, -0.02], [-0.39, 0.14, 0.14], [0.16, -0.04, 0.12], [0.02, 0.36, -0.08], [-0.25, -0.03, 0.34], [0.27, 0.44, 0.29], [-0.43, 0.09, -0.01], [-0.01, 0.06, 0.01], [0.19, 0.13, 0.27], [0.19, 0.02, -0.07], [0.01, -0.11, 0.01], [-0.16, -0.16, 0.04], [0.25, -0.63, -0.20], [0.02, -0.06, 0.01], [-0.02, -0.04, 0.02], [0.00, -0.05, 0.02], [-0.01, 0.04, 0.02], [0.04, 0.04, 0.05], [-0.01, -0.02, 0.01], [0.00, -0.03, -0.01], [0.00, 0.02, 0.02], [0.00, 0.02, 0.03], [-0.06, 0.07, 0.03], [0.07, 0.04, 0.00], [0.01, -0.08, -0.07], [0.06, -0.07, -0.08], [0.00, 0.00, -0.07], [0.01, 0.02, -0.04], [-0.09, 0.02, 0.03], [0.03, 0.01, 0.05], [0.00, 0.12, 0.06], [0.05, 0.26, 0.29], [-0.51, -0.14, -0.82], [-0.02, 0.12, 0.19], [0.10, -0.07, -0.11], [-0.14, -0.06, -0.02], [0.06, -0.04, 0.03], [-0.11, -0.02, -0.12], [0.03, -0.16, -0.04], [-0.17, 0.38, 0.08], [0.14, -0.15, 0.12], [-0.02, -0.15, -0.04], [-0.04, 0.25, 0.13], [-0.05, 0.08, -0.12], [0.21, -0.29, 0.14], [0.06, -0.16, -0.05], [-0.02, 0.07, -0.05], [0.02, 0.10, 0.01], [0.02, -0.13, 0.02], [-0.25, -0.07, -0.04], [0.64, 0.17, 0.39], [-0.15, 0.04, -0.06], [0.07, -0.03, -0.06], [0.03, -0.01, 0.08], [-0.07, 0.00, 0.01], [0.13, 0.03, -0.02], [-0.05, 0.06, 0.01], [-0.04, -0.12, -0.20], [-0.05, 0.06, -0.02], [0.10, -0.06, 0.00], [-0.02, -0.03, 0.00], [0.02, 0.01, 0.02], [0.04, -0.01, -0.05], [0.48, 0.20, -0.93], [0.08, -0.03, -0.05], [-0.09, -0.02, -0.04], [0.00, 0.02, 0.07], [0.03, -0.02, -0.01], [0.00, 0.00, 0.00], [0.03, -0.01, -0.02], [0.00, 0.06, 0.02], [-0.19, -0.09, -0.06], [-0.01, 0.06, -0.05], [0.03, 0.00, -0.01], [0.00, -0.02, 0.00], [-0.01, 0.03, -0.02], [-0.03, 0.01, 0.01], [0.01, 0.01, 0.04], [0.09, -0.06, -0.05], [-0.03, 0.03, 0.03], [-0.06, 0.02, -0.01], [0.01, 0.00, 0.00], [-0.01, 0.04, -0.03], [0.00, -0.01, -0.01], [0.01, -0.02, 0.01], [0.01, 0.01, 0.02], [-0.01, 0.02, -0.01], [0.00, 0.00, -0.01], [-0.02, 0.00, -0.01], [0.01, -0.02, 0.04], [0.06, -0.08, 0.02], [0.08, 0.07, -0.08], [0.26, 0.04, 0.00], [-0.63, -0.74, 0.48], [0.30, 0.26, -0.53], [0.04, 0.30, -0.03], [0.03, 0.12, -0.11], [-0.12, -0.03, 0.00], [-0.01, 0.05, 0.00], [-0.01, 0.04, -0.02], [-0.05, 0.08, 0.03], [-0.07, -0.07, 0.02], [0.03, -0.04, 0.04], [-0.01, 0.04, 0.05], [-0.08, 0.01, 0.04], [0.01, 0.06, 0.03], [-0.04, -0.07, 0.03], [-0.01, -0.10, 0.01], [-0.04, 0.01, 0.03], [0.04, 0.00, -0.02], [0.04, 0.00, 0.00], [0.02, 0.01, 0.00]], "gap_ha": [0.206, 0.190], "charge": -1, "s_squared": 0.799, "spin_multiplicity": 2, "e_tot_ha": -3806.72723, "lumo_energy_ev": [2.3206, 1.9164]}

Entry 2:
{"formula": "C56H66AsCsOP2S", "method": "wB97M-V/def2-TZVPD", "species": ["Cs", "C", "C", "C", "C", "C", "C", "C", "C", "C", "C", "C", "C", "C", "C", "C", "C", "C", "H", "H", "H", "H", "H", "H", "H", "H", "H", "H", "H", "H", "H", "H", "H", "H", "H", "H", "H", "H", "H", "H", "H", "H", "H", "H", "H", "H", "H", "O", "S", "C", "C", "C", "C", "C", "C", "P", "C", "C", "C", "C", "C", "C", "C", "C", "C", "C", "C", "C", "C", "C", "C", "C", "C", "C", "P", "C", "C", "C", "C", "C", "C", "C", "C", "C", "C", "C", "C", "H", "H", "H", "H", "H", "H", "H", "H", "H", "H", "H", "H", "H", "H", "H", "H", "H", "H", "H", "H", "H", "H", "H", "H", "H", "H", "H", "H", "C", "As", "C", "C", "H", "H", "H", "H", "H", "H", "H", "H", "H"], "xyz": [[0.651, -1.225, 1.069], [2.953, -1.044, 3.247], [1.842, -1.335, 4.076], [1.510, -2.710, 3.858], [2.415, -3.194, 2.881], [3.309, -2.181, 2.509], [4.481, -2.298, 1.554], [5.804, -2.189, 2.323], [4.431, -1.175, 0.510], [4.450, -3.636, 0.816], [0.466, -3.649, 4.474], [0.749, -5.106, 4.074], [-0.959, -3.357, 3.982], [0.496, -3.635, 6.010], [1.306, -0.267, 5.037], [-0.223, -0.236, 5.136], [1.910, -0.443, 6.440], [1.717, 1.140, 4.572], [3.470, -0.095, 3.203], [2.423, -4.200, 2.492], [5.865, -1.233, 2.844], [6.662, -2.273, 1.649], [5.871, -2.978, 3.073], [4.412, -0.193, 0.986], [3.530, -1.268, -0.106], [5.287, -1.214, -0.171], [4.516, -4.472, 1.513], [5.288, -3.710, 0.117], [3.522, -3.752, 0.248], [0.687, -5.253, 2.994], [0.004, -5.759, 4.536], [1.738, -5.424, 4.403], [-1.039, -3.588, 2.913], [-1.254, -2.321, 4.113], [-1.685, -3.987, 4.507], [1.508, -3.838, 6.366], [-0.168, -4.408, 6.407], [0.179, -2.686, 6.435], [-0.642, -1.149, 5.548], [-0.671, -0.083, 4.148], [-0.543, 0.591, 5.776], [1.653, -1.404, 6.883], [1.565, 0.347, 7.114], [2.997, -0.391, 6.379], [1.387, 1.346, 3.551], [2.796, 1.282, 4.608], [1.263, 1.889, 5.225], [0.021, -0.062, -1.238], [0.914, -0.580, -2.305], [2.485, 0.278, -2.236], [3.495, -0.472, -2.848], [4.773, 0.026, -2.980], [5.052, 1.272, -2.442], [4.073, 1.959, -1.753], [2.747, 1.504, -1.618], [1.958, 2.694, -0.412], [0.164, 2.579, -0.078], [-0.263, 1.817, 1.016], [-1.578, 1.834, 1.450], [-2.485, 2.681, 0.823], [-2.081, 3.472, -0.232], [-0.770, 3.418, -0.678], [1.971, 4.161, -1.507], [2.196, 5.401, -0.914], [2.143, 6.565, -1.669], [1.871, 6.500, -3.027], [1.654, 5.267, -3.631], [1.704, 4.106, -2.875], [0.257, -0.033, -3.911], [1.092, -0.255, -5.008], [0.646, -0.038, -6.295], [-0.661, 0.385, -6.498], [-1.482, 0.600, -5.411], [-1.057, 0.412, -4.087], [-2.284, 0.829, -2.751], [-3.505, -0.538, -2.936], [-4.745, -0.373, -2.315], [-5.696, -1.378, -2.323], [-5.416, -2.598, -2.924], [-4.180, -2.791, -3.519], [-3.237, -1.770, -3.532], [-3.125, 2.193, -3.653], [-2.390, 3.371, -3.820], [-2.941, 4.472, -4.454], [-4.250, 4.425, -4.919], [-4.989, 3.264, -4.757], [-4.428, 2.154, -4.136], [3.265, -1.473, -3.193], [5.543, -0.563, -3.459], [6.046, 1.692, -2.507], [4.352, 2.891, -1.273], [0.447, 1.188, 1.541], [-1.887, 1.206, 2.275], [-3.508, 2.728, 1.173], [-2.784, 4.136, -0.718], [-0.469, 4.063, -1.489], [2.413, 5.456, 0.146], [2.320, 7.522, -1.195], [1.833, 7.406, -3.616], [1.447, 5.212, -4.691], [1.532, 3.147, -3.351], [2.104, -0.601, -4.860], [1.314, -0.205, -7.129], [-1.041, 0.548, -7.497], [-2.498, 0.939, -5.586], [-4.977, 0.560, -1.816], [-6.653, -1.211, -1.846], [-6.151, -3.390, -2.920], [-3.941, -3.739, -3.983], [-2.286, -1.952, -4.014], [-1.368, 3.425, -3.466], [-2.348, 5.368, -4.580], [-4.684, 5.287, -5.405], [-6.006, 3.213, -5.122], [-5.017, 1.248, -4.041], [-4.242, -2.379, 3.049], [-3.121, -1.558, 1.670], [-4.411, -0.234, 1.021], [-3.365, -2.908, 0.270], [-5.241, -2.604, 2.675], [-4.314, -1.697, 3.897], [-3.764, -3.296, 3.387], [-5.352, -0.695, 0.715], [-3.969, 0.302, 0.185], [-4.603, 0.476, 1.825], [-4.419, -3.142, 0.112], [-2.836, -3.814, 0.566], [-2.940, -2.539, -0.667]], "atomic_forces_ev_per_a": [[0.19, -1.45, 1.07], [0.03, 0.00, -0.07], [-0.03, 0.15, 0.09], [-0.07, -0.09, -0.07], [0.07, 0.01, -0.01], [0.09, -0.08, -0.03], [-0.02, 0.01, -0.04], [-0.01, 0.00, 0.02], [-0.09, 0.00, -0.02], [0.00, -0.01, -0.01], [0.03, 0.02, 0.06], [-0.01, 0.01, 0.01], [-0.03, -0.05, -0.07], [-0.04, 0.06, -0.01], [-0.01, -0.03, 0.03], [-0.02, 0.00, 0.00], [-0.01, -0.03, 0.03], [0.00, -0.02, -0.03], [0.00, 0.01, 0.01], [0.06, -0.02, 0.01], [0.00, 0.02, 0.01], [0.02, 0.00, -0.02], [-0.01, -0.02, 0.01], [0.01, 0.02, 0.01], [0.03, 0.01, 0.01], [0.05, -0.01, 0.03], [0.01, -0.01, 0.02], [0.02, 0.01, -0.01], [-0.01, 0.01, -0.01], [-0.01, 0.02, 0.00], [-0.01, -0.02, 0.03], [0.03, -0.01, 0.02], [0.02, 0.00, 0.00], [-0.01, 0.01, 0.00], [-0.01, -0.03, 0.01], [0.02, 0.00, 0.00], [-0.02, -0.03, 0.01], [0.00, -0.03, -0.04], [0.02, 0.01, 0.05], [-0.01, 0.01, -0.02], [0.01, 0.02, 0.01], [0.02, 0.04, -0.02], [-0.01, 0.02, 0.02], [0.03, 0.00, -0.01], [-0.01, -0.01, 0.01], [0.02, 0.00, 0.01], [0.00, 0.01, 0.03], [-0.23, 0.40, -0.73], [-0.05, -0.03, -0.37], [-0.20, 0.10, -0.03], [-0.03, 0.02, 0.04], [0.00, -0.07, -0.02], [-0.03, 0.10, 0.06], [-0.01, -0.09, -0.01], [0.28, -0.09, -0.07], [-0.05, 0.02, 0.02], [-0.31, -0.01, 0.09], [0.08, 0.03, 0.01], [0.17, 0.18, -0.20], [-0.17, -0.10, 0.16], [-0.01, 0.06, -0.02], [0.13, 0.01, -0.09], [0.03, 0.13, 0.05], [-0.01, -0.02, -0.07], [0.00, -0.01, -0.01], [0.00, 0.00, 0.03], [0.01, -0.01, 0.01], [0.02, -0.04, 0.00], [0.09, 0.08, 0.06], [-0.05, -0.01, 0.04], [-0.05, 0.03, 0.02], [0.06, -0.02, -0.03], [-0.11, 0.00, -0.01], [-0.02, -0.10, -0.15], [-0.09, -0.04, 0.14], [0.12, -0.11, -0.03], [0.01, -0.01, 0.05], [0.01, -0.05, -0.01], [0.03, 0.04, 0.00], [0.02, 0.02, -0.01], [0.00, 0.10, 0.04], [-0.08, 0.11, 0.02], [-0.05, 0.01, 0.01], [0.00, -0.04, 0.01], [0.00, -0.04, 0.02], [0.04, 0.03, -0.01], [-0.08, -0.01, -0.04], [0.00, 0.00, -0.04], [0.02, -0.01, -0.01], [0.02, -0.01, -0.02], [-0.02, 0.00, 0.01], [-0.02, 0.68, 0.07], [0.03, 0.04, 0.05], [-0.04, 0.00, 0.00], [-0.01, 0.02, -0.01], [-0.01, 0.04, -0.06], [0.00, -0.01, 0.02], [0.00, 0.02, 0.00], [0.00, 0.02, -0.02], [-0.01, -0.01, -0.02], [0.00, 0.00, -0.01], [0.03, 0.00, 0.02], [-0.01, 0.00, -0.02], [0.01, 0.00, -0.03], [0.13, -0.06, 0.00], [0.01, 0.05, 0.01], [-0.03, -0.01, 0.01], [-0.02, -0.03, -0.01], [-0.01, -0.03, -0.01], [0.12, 0.06, -0.05], [0.03, -0.04, 0.03], [0.01, 0.04, 0.00], [-0.02, 0.02, -0.02], [-0.03, 0.00, -0.02], [0.04, 0.13, -0.06], [0.04, 0.02, -0.02], [-0.04, 0.03, -0.05], [-0.01, -0.03, 0.12], [0.02, 0.02, -0.05], [0.01, 0.02, -0.03], [-0.02, -0.03, 0.00], [-0.02, -0.01, 0.02], [0.04, -0.02, 0.00], [0.00, 0.01, 0.00], [-0.03, 0.02, 0.01], [0.02, 0.02, 0.02], [0.00, -0.02, -0.03], [-0.05, -0.03, 0.06]], "gap_ha": 0.218, "relative_energy_ev": 1.528, "e_tot_ha": -5585.47427, "lumo_energy_ev": 0.0367}